Entry 1:
The following is a quantum chemistry calculation of one molecule with the formula C2H8S2Si, from OMol25.

Geometry as XYZ:
```
13
Properties=species:S:1:pos:R:3:forces:R:3:nbo_charge:R:1
C -2.40665 -0.19436 -0.10474 0.15 0.27 0.61 -0.74
C 0.42003 -0.05537 -0.37199 -0.53 3.52 -0.48 -0.92
Si 2.01784 0.90074 0.21957 -1.35 -2.22 -0.61 0.90
S 0.27037 -1.70384 0.09875 1.68 -1.38 0.95 0.04
S -1.03376 0.97796 0.18629 0.03 0.02 -0.28 0.15
H -2.57726 -0.54042 0.89992 -0.75 -0.39 0.12 0.23
H -2.09557 -1.03204 -0.68010 0.56 -0.67 -0.52 0.22
H -3.31558 0.13617 -0.60416 0.17 0.73 0.26 0.23
H 0.38107 0.20377 -1.42802 0.17 -1.01 -0.40 0.24
H 2.88733 -0.31790 0.17091 0.48 0.74 0.17 -0.16
H 1.62703 1.34458 1.51607 0.23 0.40 1.07 -0.15
H 2.32730 1.99170 -0.66791 0.32 0.42 -0.41 -0.15
H 1.49786 -1.71099 0.76540 -1.17 -0.43 -0.48 0.13
```
Positions in Å, forces in eV/Å.

For the HOMO energy, the calculation gives -8.5 eV. The LUMO energy comes out at 0.813 eV. The total charge is 0. As for the spin multiplicity: 1. As for the SMILES: CS[C@@H]([SiH3])S. The value obtained for the energy is -1166.80065 Eh. The calculation puts the HOMO-LUMO gap at 9.3 eV. The energy above the lowest of the compared OMol25 structures with the same formula, charge and spin is 297.5 kJ/mol.

Entry 2:
The following is a quantum chemistry calculation of C12H25NiO3PS5 as an isolated structure, from OMol25.

Geometry as XYZ:
```
47
Properties=species:S:1:pos:R:3:forces:R:3:lowdin_spin:R:1
Ni -0.10817 -0.35623 -0.88694 -0.48 -0.09 0.33 0.83
C 2.53429 -3.43084 -1.58189 0.06 0.24 -0.01 0.00
C 2.38051 -3.28171 -0.07303 -0.30 -0.16 0.20 0.00
S 0.86513 -2.40350 0.49980 0.89 -0.29 -0.27 0.01
C 1.70326 -1.33388 1.71061 -0.19 -0.06 -0.16 0.00
C 2.59145 -0.23076 1.13807 -0.15 0.16 -0.08 0.00
S 1.80820 0.79158 -0.15900 0.12 -0.35 -0.15 0.02
C 2.99252 0.59640 -1.53106 -0.03 -0.01 0.04 0.00
C 3.51508 -0.79439 -1.90540 -0.23 0.01 -0.02 0.00
S 2.28405 -1.94806 -2.57830 -0.06 0.00 -0.10 0.01
H 1.77076 -4.10596 -1.97349 0.06 -0.06 0.01 0.00
H 3.51569 -3.85822 -1.80297 -0.05 -0.16 0.06 0.00
H 3.24712 -2.77536 0.35109 0.02 -0.03 -0.02 0.00
H 2.33410 -4.28303 0.36212 0.20 -0.01 0.02 0.00
H 2.29011 -1.97395 2.37362 0.01 0.06 0.04 0.00
H 0.87803 -0.90635 2.27284 0.03 0.05 0.09 0.00
H 3.50528 -0.64702 0.71868 0.05 0.03 0.07 0.00
H 2.87175 0.45242 1.94167 0.07 -0.10 0.07 0.00
H 3.85378 1.22744 -1.29808 0.02 0.02 -0.09 0.00
H 2.43938 1.02196 -2.37278 0.00 -0.03 -0.02 0.00
H 3.99879 -1.28696 -1.06262 0.11 0.04 -0.04 0.00
H 4.26619 -0.64845 -2.68332 0.11 0.04 0.10 0.00
C -5.26903 2.00036 1.57687 -0.02 -0.03 -0.01 0.00
C -4.42856 1.86723 0.32224 0.05 -0.13 -0.07 0.00
O -3.56382 0.74719 0.47951 -0.06 0.44 0.07 0.00
P -1.93801 0.87370 0.15051 -1.84 1.72 1.56 -0.01
S -1.53792 -0.75170 1.24036 0.83 -0.71 -0.91 0.01
S -1.87470 1.86116 -1.54365 0.31 -0.46 -0.55 0.05
O -1.43613 2.10571 1.12773 0.04 0.11 0.09 0.00
C -1.44361 2.10309 2.54543 0.00 -0.06 -0.13 0.00
C -0.02800 2.24171 3.06812 0.00 -0.05 0.02 0.00
H -6.00188 2.80280 1.45739 0.01 0.00 0.04 0.00
H -4.63729 2.22182 2.43894 -0.01 0.02 -0.01 0.00
H -5.79755 1.06710 1.77902 -0.02 0.02 -0.01 0.00
H -3.85198 2.77480 0.13648 0.01 0.02 0.00 0.00
H -5.06564 1.69883 -0.55089 0.02 0.02 -0.03 0.00
H -1.89905 1.18825 2.92610 -0.07 -0.01 0.03 0.00
H -2.04943 2.95804 2.86337 -0.02 0.00 0.00 0.00
H 0.54256 1.33891 2.84164 0.00 0.02 -0.01 0.00
H -0.03728 2.38704 4.15205 0.04 0.00 -0.01 0.00
H 0.46913 3.09045 2.59614 -0.01 0.00 0.02 0.00
C -1.31055 -1.00917 -3.54881 -0.01 0.22 -0.24 0.02
C -0.21906 -0.20538 -2.83958 0.68 -0.32 0.07 0.05
O 0.55182 0.44111 -3.55770 -0.12 0.01 -0.09 0.00
H -1.27800 -0.83683 -4.63180 -0.03 -0.04 0.01 0.00
H -2.28615 -0.72064 -3.15332 -0.01 -0.08 0.03 0.00
H -1.14713 -2.07069 -3.33574 -0.02 0.01 0.03 0.00
```
Positions in Å, forces in eV/Å.

For the HOMO energy (alpha / beta), the calculation gives -2.6 / -3.3 eV. The LUMO energy (alpha / beta) comes out at 2.450 / 2.446 eV. The total charge is -1. As for the spin multiplicity: 2. The value obtained for the energy is -4538.63206 Eh. The calculation puts the HOMO-LUMO gap (alpha / beta) at 5.1 / 5.7 eV. The energy above the lowest of the compared OMol25 structures with the same formula, charge and spin is 0.0 kJ/mol.